Computed, not measured: the molecule C15H19NO3, with ωB97M-V/def2-TZVPD.

Properties
- Kohn-Sham gap: 9.7258 eV
- Structure (SMILES): O=C(O)C1CCN(C(=O)CCc2ccccc2)CC1
- LUMO energy: 0.6 eV
- Multiplicity: 1
- F_max: 0.7 eV Å⁻¹

Element x y z (Å)
O (-0.36324, 1.44289, 4.44727)
C (-0.02149, 0.29193, 4.49952)
O (0.54403, -0.23604, 5.59201)
H (0.62971, 0.43529, 6.28727)
C (-0.18790, -0.74045, 3.40222)
C (-0.84724, -0.13732, 2.16043)
H (-1.74226, 0.41558, 2.44785)
H (-1.13653, -0.94907, 1.49013)
C (0.11108, 0.81433, 1.43515)
N (1.35009, 0.14421, 1.11991)
C (1.86125, -0.13872, -0.10214)
O (2.89356, -0.77382, -0.22465)
C (1.10400, 0.35443, -1.32221)
H (1.81905, 0.38053, -2.14614)
H (0.71503, 1.36288, -1.17939)
C (-0.03118, -0.61706, -1.68792)
C (-0.75498, -0.12700, -2.90928)
C (-1.88402, 0.67266, -2.78896)
C (-2.52876, 1.15719, -3.91333)
C (-2.04889, 0.84953, -5.17456)
C (-0.92256, 0.05473, -5.30499)
C (-0.28017, -0.42847, -4.17941)
H (0.59795, -1.04957, -4.28392)
H (-0.54434, -0.18975, -6.28690)
H (-2.55165, 1.22667, -6.05285)
H (-3.40790, 1.77568, -3.80449)
H (-2.26624, 0.91416, -1.80631)
H (0.40339, -1.60083, -1.87557)
H (-0.73067, -0.70437, -0.85464)
C (2.03422, -0.34380, 2.30011)
C (1.16444, -1.36467, 3.03059)
H (1.67446, -1.71604, 3.92714)
H (0.99147, -2.21820, 2.37280)
H (2.97068, -0.79929, 1.97384)
H (2.25474, 0.50475, 2.95846)
H (-0.36585, 1.19640, 0.53578)
H (0.32856, 1.66217, 2.09461)
H (-0.83185, -1.52153, 3.82258)

Cartesian forces, eV/Å:
O -0.1 0.2 0.0
C -0.2 0.1 -0.1
O 0.3 -0.4 0.4
H -0.1 0.1 -0.3
C -0.1 -0.1 -0.1
C 0.1 0.2 0.2
H 0.0 0.0 0.0
H 0.0 0.0 0.0
C -0.4 0.1 0.0
N 0.0 0.1 0.4
C 0.0 0.3 -0.3
O 0.3 -0.3 -0.2
C 0.1 -0.2 0.1
H 0.0 0.0 0.1
H 0.0 0.0 0.0
C 0.1 0.2 -0.1
C -0.1 -0.1 0.1
C 0.0 0.0 0.0
C -0.1 0.1 0.0
C -0.1 0.0 -0.1
C 0.0 0.0 -0.1
C 0.0 0.0 0.0
H 0.1 -0.1 0.0
H 0.0 0.0 -0.1
H 0.0 0.0 -0.1
H -0.1 0.0 0.0
H 0.0 0.0 0.1
H 0.0 0.0 0.1
H 0.0 -0.1 0.0
C 0.3 -0.4 0.0
C 0.1 0.2 0.1
H 0.0 -0.1 0.0
H 0.0 0.0 0.0
H -0.1 0.1 0.1
H 0.0 0.0 0.0
H 0.1 0.0 0.0
H -0.1 0.0 -0.1
H 0.0 0.1 0.0



Computed, not measured: the molecule C15H19NO5S in a non-equilibrium geometry, with ωB97M-V/def2-TZVPD.

Properties
- Kohn-Sham gap: 8.6644 eV
- Structure (SMILES): Cc1ccc(/C=C/C(=O)O)cc1S(=O)(=O)NC[C@@H]1CCCO1
- LUMO energy: -0.3 eV
- Multiplicity: 1
- F_max: 1.1 eV Å⁻¹

Element x y z (Å)
C (0.07679, 3.65978, 0.14184)
C (-0.99480, 2.62858, 0.06698)
C (-0.68137, 1.30015, -0.20917)
C (-1.65385, 0.32969, -0.27502)
C (-3.00150, 0.64911, -0.07174)
C (-3.32148, 1.98218, 0.20184)
C (-2.33642, 2.94584, 0.26971)
H (-2.60667, 3.96934, 0.48465)
H (-4.34929, 2.26560, 0.36431)
C (-3.98824, -0.40801, -0.15534)
C (-5.31352, -0.28431, -0.00136)
C (-6.24039, -1.41438, -0.10601)
O (-7.43715, -1.32615, 0.02856)
O (-5.64427, -2.59289, -0.37075)
H (-6.31934, -3.28651, -0.42557)
H (-5.79788, 0.65637, 0.21002)
H (-3.59265, -1.39303, -0.36685)
H (-1.36008, -0.68621, -0.48742)
S (1.04728, 0.86868, -0.46543)
O (1.50487, 1.57281, -1.62679)
O (1.72161, 1.06837, 0.78800)
N (0.94346, -0.77800, -0.80703)
H (1.16715, -0.90655, -1.78382)
C (1.70146, -1.65750, 0.05530)
H (1.18210, -2.61729, 0.14374)
H (1.73019, -1.16645, 1.02939)
C (3.13353, -1.87271, -0.47293)
H (3.08156, -2.51084, -1.36523)
O (3.68429, -0.64327, -0.89840)
C (4.53302, -0.16102, 0.12643)
H (5.22798, 0.54004, -0.33533)
C (5.20142, -1.41327, 0.69636)
H (5.55690, -1.26639, 1.71308)
H (6.04101, -1.70503, 0.06483)
C (4.07743, -2.45136, 0.60338)
H (4.44993, -3.43439, 0.32260)
H (3.55030, -2.53993, 1.55292)
H (3.94313, 0.36098, 0.88945)
H (-0.33420, 4.63975, 0.37064)
H (0.80238, 3.37953, 0.90395)
H (0.61533, 3.69872, -0.80379)

Cartesian forces, eV/Å:
C 0.1 0.2 0.0
C -0.1 0.0 0.0
C 0.5 -0.2 -0.1
C -0.5 -0.1 0.0
C 0.5 0.6 0.0
C 0.0 -0.3 -0.1
C 0.2 -0.1 0.0
H 0.0 0.1 0.0
H -0.1 0.1 0.0
C -0.7 -0.3 0.0
C 0.5 0.0 0.0
C -0.5 -0.2 0.0
O 0.1 0.1 0.0
O 0.4 -0.3 -0.1
H -0.1 0.3 0.1
H 0.0 0.1 0.0
H 0.0 -0.1 0.0
H -0.1 -0.1 0.0
S -0.6 -0.3 -0.3
O -0.1 -0.2 -0.1
O -0.1 -0.2 0.0
N 0.0 1.1 0.0
H 0.0 0.1 -0.2
C 0.5 -0.1 0.2
H 0.1 0.1 0.1
H 0.1 -0.3 0.1
C -0.3 -0.3 0.1
H 0.0 0.0 0.1
O 0.0 0.0 -0.2
C 0.3 0.1 0.3
H 0.0 0.0 0.1
C -0.1 0.2 -0.2
H 0.1 0.0 0.0
H 0.0 0.0 0.0
C -0.1 0.0 -0.2
H 0.0 0.0 0.1
H 0.0 -0.1 0.1
H 0.1 0.0 -0.1
H 0.0 0.0 0.0
H 0.0 0.1 0.1
H 0.0 0.1 0.0



Computed, not measured: a structure of composition C15H20AuF6N3O6S3 in a non-equilibrium geometry, with ωB97M-V/def2-TZVPD.

Properties
- Kohn-Sham gap (spin up / spin down): 5.9051 / 4.1511 eV
- LUMO energy (spin up / spin down): -3.8 / -8.0 eV
- Multiplicity: 4
- F_max: 1.2 eV Å⁻¹
- <S²>: 3.7694
- Charge: +1

Element x y z (Å)
Au (-1.56294, 2.29459, -0.31081)
F (-2.52353, -1.38881, 3.78930)
C (-2.10409, -0.68309, 2.76069)
F (-2.58704, -1.23531, 1.64199)
F (-0.77649, -0.77932, 2.69665)
S (-2.64978, 1.13684, 2.80336)
O (-1.68668, 1.73570, 1.87602)
O (-2.56489, 1.56793, 4.14373)
N (-4.11612, 1.07694, 2.25847)
S (-4.53151, 1.21346, 0.75793)
O (-3.40450, 1.14240, -0.18740)
O (-5.64143, 0.42371, 0.38713)
C (-5.05107, 3.01674, 0.58911)
F (-6.11703, 3.32509, 1.29386)
F (-5.27606, 3.29287, -0.69587)
F (-4.02422, 3.77930, 0.98064)
C (4.04843, -3.56776, -0.46497)
C (3.97689, -2.06719, -0.73978)
N (4.00400, -1.27278, 0.46282)
C (5.22527, -1.20472, 1.24205)
C (5.17985, -2.01441, 2.53723)
C (2.93020, -0.63469, 0.98421)
O (3.00660, 0.09710, 1.94971)
C (1.59046, -0.81784, 0.31741)
C (0.91300, -2.03857, 0.18005)
C (-0.35395, -2.04457, -0.39307)
C (-0.91687, -0.84145, -0.77342)
N (-0.26752, 0.30826, -0.59698)
C (0.94060, 0.34443, -0.06434)
H (3.88090, -4.10827, -1.38985)
H (3.29555, -3.86631, 0.25668)
H (5.02235, -3.85358, -0.08410)
H (3.07139, -1.82014, -1.29561)
H (4.83495, -1.77664, -1.35380)
H (5.36517, -0.15204, 1.51749)
H (6.05194, -1.54039, 0.61724)
H (4.38031, -1.64912, 3.17416)
H (6.12038, -1.89887, 3.06692)
H (5.02877, -3.07060, 2.33569)
H (1.34586, -2.95697, 0.53883)
H (-0.90739, -2.96376, -0.51382)
H (-1.91228, -0.77792, -1.18579)
H (1.41320, 1.30907, 0.04675)
C (-2.73225, 1.73946, -4.76412)
C (-2.82798, 1.65045, -3.24759)
O (-1.78078, 2.42326, -2.65445)
H (-3.47388, 1.08406, -5.21162)
H (-1.74247, 1.43378, -5.09704)
H (-2.91670, 2.75487, -5.10863)
H (-2.66630, 0.62873, -2.90115)
H (-3.80503, 1.98391, -2.88142)
H (-1.86020, 3.34030, -2.95850)
S (1.20529, 4.39059, -0.03115)
C (-0.05036, 3.53127, -0.30087)

Cartesian forces, eV/Å:
Au -0.5 -0.6 -0.3
F -0.2 0.4 0.1
C 0.1 -0.1 0.0
F -0.3 0.0 -0.2
F 0.0 0.4 0.1
S 0.3 -1.2 0.3
O 0.6 0.4 -0.5
O -0.2 0.1 0.2
N -0.1 0.1 -0.3
S -0.7 0.8 0.4
O 0.6 -0.1 -0.6
O -0.2 -0.2 0.1
C 0.0 0.0 -0.1
F 0.2 -0.4 0.0
F 0.0 -0.3 0.0
F 0.2 0.0 0.2
C 0.0 0.3 -0.2
C 0.1 -0.4 -0.2
N -0.8 0.0 0.3
C 0.4 0.4 0.6
C -0.1 0.1 -0.3
C 0.7 -0.2 -0.3
O -0.4 0.2 0.3
C -0.5 -0.5 -0.2
C -0.1 0.8 -0.1
C 0.4 0.1 0.0
C -0.6 0.2 -0.2
N -0.2 -0.5 0.4
C 0.4 0.5 0.0
H 0.0 -0.2 -0.1
H -0.1 -0.1 0.1
H 0.1 0.0 0.1
H 0.2 0.0 -0.1
H -0.1 0.1 0.0
H 0.2 -0.2 -0.2
H 0.0 0.1 -0.1
H -0.1 0.0 0.1
H 0.1 0.0 0.1
H 0.0 -0.2 0.0
H 0.1 -0.1 0.0
H -0.1 0.0 0.0
H -0.1 -0.1 0.0
H 0.0 0.1 0.1
C 0.1 0.0 0.4
C -0.7 -0.5 -0.6
O 0.5 0.4 0.7
H -0.1 0.0 -0.1
H 0.0 0.0 0.0
H -0.1 0.1 0.0
H 0.0 0.1 0.0
H 0.2 0.0 0.0
H 0.1 0.0 0.1
S -0.1 0.0 -0.2
C 0.5 0.1 0.2



Computed, not measured: a structure of composition C15H20AuNO4 in a non-equilibrium geometry, with ωB97M-V/def2-TZVPD.

Properties
- Kohn-Sham gap (spin up / spin down): 5.2666 / 5.1056 eV
- LUMO energy (spin up / spin down): 5.4 / 5.4 eV
- Multiplicity: 3
- F_max: 5.6 eV Å⁻¹
- <S²>: 2.0122
- Charge: -2

Element x y z (Å)
Au (0.11450, 0.65068, 0.18882)
C (2.01694, 0.32985, 1.57139)
C (2.05278, -0.61229, 0.44101)
C (2.22213, 0.16799, -0.79134)
H (2.02182, -1.66568, 0.50384)
C (2.22187, 1.58964, -0.43651)
C (2.09194, 1.68820, 1.01422)
H (2.11847, 2.57201, 1.59050)
H (2.00692, 0.06974, 2.57106)
H (2.36510, -0.24136, -1.74963)
H (2.37936, 2.37983, -1.12007)
C (-2.00493, 0.09977, 1.04627)
C (-1.73136, 1.46216, 1.45102)
C (-1.60632, 2.27413, 0.25303)
H (-1.68988, 1.81505, 2.45925)
C (-1.83822, 1.42580, -0.89335)
C (-2.08965, 0.07307, -0.40261)
H (-2.31318, -0.77269, -1.01224)
H (-2.17727, -0.73649, 1.69058)
H (-1.44497, 3.33311, 0.22200)
H (-1.88805, 1.72124, -1.92234)
O (0.00870, -1.65181, -1.21309)
C (-0.27816, -0.55540, -4.37030)
C (0.38149, -1.96155, -3.94925)
C (0.55510, 0.69740, -4.04415)
C (-1.85677, -0.56073, -4.25210)
C (0.37484, -2.28627, -2.34800)
H (1.43353, -1.99534, -4.29772)
H (-0.13573, -2.78938, -4.47642)
H (-0.12927, -3.39911, -2.25438)
H (1.49709, -2.69963, -2.07374)
H (0.63913, 1.18122, -4.96475)
H (1.53607, 0.43108, -3.61892)
H (0.09191, 1.36410, -3.27699)
H (-2.17528, -0.59053, -5.24980)
H (-2.24783, 0.30230, -3.72190)
H (-2.22330, -1.45391, -3.65731)
O (0.15571, 0.80837, 3.81265)
N (-0.08803, -0.41999, 4.04091)
O (-0.65198, -0.78101, 5.09255)
O (0.25128, -1.27378, 3.15832)

Cartesian forces, eV/Å:
Au 0.4 -0.1 -0.2
C 1.7 1.2 -3.8
C 0.6 3.2 0.4
C 0.7 1.9 2.5
H -0.2 -0.8 0.0
C 0.7 -3.0 0.6
C 0.5 -3.0 -0.3
H -0.2 0.8 0.5
H -0.4 -0.3 1.5
H -0.2 -0.4 -0.9
H -0.1 0.7 -0.5
C -0.6 1.9 -0.6
C -1.4 -0.7 -1.1
C -0.7 -1.5 0.0
H 0.3 0.0 0.3
C -1.4 -1.0 1.2
C -0.1 2.1 0.4
H 0.2 -0.3 -0.1
H 0.2 -0.2 0.2
H 0.2 0.3 0.0
H 0.2 0.1 -0.2
O -0.7 0.7 -2.6
C 0.0 -2.1 2.4
C -0.8 2.2 -0.3
C -1.1 -1.5 1.7
C 2.3 -0.7 1.8
C 1.5 -4.4 3.2
H -0.4 0.2 0.2
H 0.0 0.4 0.4
H 0.4 1.6 -1.0
H -1.1 0.8 -1.4
H 0.6 1.5 -1.4
H -0.3 0.0 -0.5
H 0.1 -0.4 -0.6
H -1.2 -0.1 -1.4
H 0.0 0.3 -0.1
H 0.6 0.8 -0.9
O -0.4 -1.1 0.8
N 0.6 0.1 -1.4
O 0.1 0.2 -0.1
O -0.6 0.7 1.4



Computed, not measured: a cluster of 2 separate species, C15H20Cl2N2O4 in total, with ωB97M-V/def2-TZVPD.

Properties
- Kohn-Sham gap: 9.0918 eV
- Structure (SMILES): NC[C@@H](O)Cc1ccc(CCO)c2c1C(=O)NC2=O.ClCCCl
- LUMO energy: -0.2 eV
- Multiplicity: 1
- F_max: 0.7 eV Å⁻¹

Element x y z (Å)
N (5.99882, -0.66715, 0.44330)
C (5.42466, 0.59107, 0.96344)
C (4.02350, 0.44756, 1.61017)
O (4.06599, 0.80119, 3.00517)
C (2.95723, 1.32153, 0.95705)
C (1.56078, 0.74577, 0.93099)
C (1.28082, -0.61663, 0.77231)
C (-0.01251, -1.12407, 0.73683)
C (-1.11965, -0.27752, 0.86258)
C (-2.54542, -0.78097, 0.86926)
C (-2.74104, -2.16440, 0.26397)
O (-2.12371, -2.33778, -0.99667)
C (-0.84581, 1.08241, 1.01034)
C (0.45073, 1.57707, 1.04075)
C (0.38078, 3.06218, 1.19650)
O (1.24435, 3.88937, 1.19305)
N (-0.97362, 3.33985, 1.30822)
C (-1.79237, 2.23189, 1.16209)
O (-2.98755, 2.27110, 1.12105)
H (5.34551, -1.05199, -0.23252)
H (6.02340, -1.33221, 1.20921)
H (6.09080, 0.95852, 1.73572)
H (5.36182, 1.28846, 0.13690)
H (3.76185, -0.60514, 1.55870)
H (3.97294, -0.00007, 3.52406)
H (2.91526, 2.22574, 1.55525)
H (3.25652, 1.64611, -0.03548)
H (2.09760, -1.30996, 0.64179)
H (-0.16916, -2.17610, 0.58285)
H (-3.19041, -0.04945, 0.39450)
H (-2.87115, -0.83525, 1.90819)
H (-2.36315, -2.91149, 0.95858)
H (-3.81361, -2.33288, 0.16126)
H (-2.14497, -1.49086, -1.45566)
H (-1.33076, 4.28064, 1.24386)
Cl (-2.35276, -0.80476, -4.25841)
C (-3.90392, -1.67453, -4.39437)
C (-5.05438, -0.85332, -3.87206)
Cl (-4.93413, -0.62359, -2.11166)
H (-3.80515, -2.60909, -3.84793)
H (-4.05686, -1.89561, -5.44925)
H (-5.99484, -1.36502, -4.06884)
H (-5.08645, 0.12941, -4.33508)

Cartesian forces, eV/Å:
N -0.4 0.3 0.2
C -0.2 -0.6 0.1
C 0.2 0.1 0.1
O 0.0 -0.1 -0.1
C -0.1 -0.1 0.4
C -0.1 0.1 0.0
C 0.0 0.2 -0.1
C -0.1 0.7 0.1
C -0.1 0.3 0.1
C 0.3 -0.2 0.0
C -0.3 0.3 0.1
O 0.2 -0.1 0.1
C -0.1 -0.6 0.0
C 0.3 -0.3 0.1
C -0.4 -0.5 -0.1
O 0.6 0.4 0.0
N -0.2 0.5 0.0
C 0.7 -0.1 -0.3
O -0.7 -0.1 0.1
H 0.1 -0.1 -0.1
H 0.2 -0.1 -0.1
H 0.1 0.3 0.0
H 0.2 0.3 -0.1
H -0.1 -0.2 -0.2
H 0.0 0.0 0.1
H 0.1 0.2 0.0
H 0.0 -0.1 -0.3
H 0.1 -0.1 0.0
H 0.0 -0.2 0.0
H -0.1 0.1 -0.1
H -0.2 0.1 0.1
H 0.2 -0.3 -0.2
H -0.2 -0.1 0.1
H -0.1 0.0 -0.2
H 0.0 0.0 0.1
Cl 0.0 0.0 0.0
C 0.0 -0.1 -0.1
C 0.0 0.0 -0.1
Cl -0.1 0.1 0.1
H 0.0 0.0 0.1
H 0.0 0.0 0.0
H 0.0 0.0 0.0
H 0.0 0.0 0.0



Computed, not measured: a structure of composition C15H20F3InN4O3S, with ωB97M-V/def2-TZVPD.

Properties
- Kohn-Sham gap: 8.3163 eV
- LUMO energy: -7.4 eV
- Multiplicity: 1
- F_max: 0.7 eV Å⁻¹
- Charge: +2

Element x y z (Å)
In (-0.44736, -1.16260, -0.23575)
C (-0.89793, -1.49778, 4.10561)
C (-0.99667, -0.17152, 4.49527)
C (-0.98607, 0.83132, 3.53519)
C (-0.86367, 0.49499, 2.20298)
N (-0.72646, -0.79803, 1.83996)
C (-0.75622, -1.77637, 2.76564)
C (-0.95241, 1.48798, 1.09366)
C (-1.26534, 2.81861, 1.29172)
C (-1.43025, 3.64414, 0.18927)
C (-1.29776, 3.11898, -1.08701)
C (-0.96835, 1.78771, -1.21407)
N (-0.77443, 0.99857, -0.14565)
H (-0.92312, -2.30400, 4.82455)
H (-1.09590, 0.08566, 5.54170)
H (-1.07827, 1.86343, 3.83768)
H (-0.67755, -2.79278, 2.40571)
H (-1.40024, 3.21801, 2.28563)
H (-1.68412, 4.68697, 0.32890)
H (-1.45641, 3.72541, -1.96735)
H (-0.89041, 1.32089, -2.18602)
C (2.98815, 1.60318, -0.94978)
C (2.94682, 0.09568, -1.18620)
C (2.73096, -0.62408, 0.14550)
C (4.23802, -0.38174, -1.83862)
N (1.82169, -0.16855, -2.14049)
N (0.93330, -1.24120, -1.88110)
H (3.82717, 1.85739, -0.30200)
H (2.07007, 1.95908, -0.47396)
H (3.13149, 2.13901, -1.89128)
H (3.51984, -0.33196, 0.83654)
H (2.77612, -1.71405, 0.06043)
H (1.78981, -0.32473, 0.63562)
H (5.07246, -0.30010, -1.13869)
H (4.47067, 0.22374, -2.71436)
H (4.15912, -1.42455, -2.15192)
H (1.35874, 0.63829, -2.52122)
H (1.48025, -2.09923, -1.85604)
H (0.27461, -1.34229, -2.65695)
F (-4.98898, -1.82117, -2.48999)
C (-4.26083, -2.72095, -1.87104)
F (-3.79450, -3.61697, -2.71166)
F (-4.92921, -3.28713, -0.89251)
S (-2.82331, -1.81612, -1.11714)
O (-1.94515, -1.30345, -2.19342)
O (-1.97510, -2.80590, -0.35563)
O (-3.30330, -0.77179, -0.25172)

Cartesian forces, eV/Å:
In -0.4 0.3 -0.1
C 0.0 0.0 0.1
C 0.0 0.0 0.0
C 0.0 0.0 0.1
C 0.0 -0.1 -0.2
N 0.2 -0.3 0.6
C 0.0 0.2 -0.2
C 0.1 -0.2 0.0
C 0.0 0.1 0.0
C 0.0 0.0 0.0
C 0.0 0.1 0.0
C 0.0 -0.1 0.2
N -0.2 0.3 -0.2
H 0.0 0.0 0.0
H 0.0 0.0 0.0
H 0.0 0.0 0.0
H 0.0 0.0 0.0
H 0.0 0.0 0.0
H 0.0 0.0 0.0
H 0.0 0.0 0.0
H 0.0 0.0 0.0
C 0.0 0.0 -0.1
C -0.3 0.0 0.0
C -0.1 0.0 0.0
C 0.1 0.0 0.1
N 0.6 0.0 -0.2
N 0.1 -0.4 0.2
H 0.0 0.0 0.0
H 0.0 0.0 0.0
H 0.0 0.0 0.0
H 0.0 0.0 0.0
H 0.0 0.0 0.0
H 0.1 0.1 0.0
H 0.0 0.0 0.0
H 0.0 -0.1 0.0
H 0.0 0.0 0.0
H -0.3 0.1 0.2
H 0.1 -0.1 -0.3
H 0.2 0.0 -0.2
F -0.1 0.0 0.0
C 0.2 -0.1 0.0
F 0.0 0.0 0.0
F 0.0 0.0 0.0
S 0.0 0.3 0.0
O -0.2 0.0 0.2
O 0.2 0.5 0.0
O -0.2 -0.3 -0.1



What is the formula in the third record?
C15H20AuF6N3O6S3



Look up the multiplicity of the first one.
1